1.
The following is a DFT calculation (the ωB97M-V functional and the def2-TZVPD basis) of a gas-phase ion, C5H10NO (charge +1) in a non-equilibrium geometry.

```
17
Properties=species:S:1:pos:R:3:forces:R:3
C -2.315 -0.405 -0.785 -1.0 0.6 -1.2
C -1.029 -0.351 -1.120 -3.9 1.5 -1.6
N -0.091 -0.752 -0.255 3.1 -1.5 2.0
C -0.459 -1.449 0.771 3.4 0.3 0.8
O 0.217 -1.653 1.857 -0.4 -0.9 0.4
C 1.233 -0.074 -0.361 2.3 0.6 -1.4
C 1.103 1.221 0.425 0.3 1.9 1.3
H -2.823 -0.914 0.004 0.5 -0.2 1.0
H -3.087 0.122 -1.318 0.3 -0.1 -0.9
H -0.700 0.210 -1.974 0.2 0.0 -0.2
H -1.269 -2.073 0.840 -2.4 -0.9 -0.8
H 0.822 -1.063 2.291 0.8 0.9 -0.4
H 2.161 -0.753 -0.041 -2.4 1.3 -0.4
H 1.488 0.232 -1.502 -1.1 -1.2 2.6
H 1.371 1.173 1.474 -0.2 -0.9 0.5
H 1.819 2.012 0.203 0.2 -0.3 -1.0
H 0.133 1.780 0.462 0.5 -1.0 -0.7
```
Positions in Å, forces in eV/Å.

## Properties
Structure (SMILES): C=C/[N+](=C/O)CC
Energy above the lowest of the compared OMol25 structures with the same formula, charge and spin, kcal/mol: 73.1
Highest occupied orbital energy, eV: -14.1
Strongest force on any atom, Eh/bohr: 0.0872
Lowest unoccupied orbital energy, eV: -4.83
Total charge: +1

These are the Mulliken partial charges, in e, on atoms 1 to 2:
1. C -1.061
2. C 0.431

2.
The following is a DFT calculation (the ωB97M-V functional and the def2-TZVPD basis) of a molecular structure, C40H47F3InN6O5 in a non-equilibrium geometry.

```
102
Properties=species:S:1:pos:R:3:forces:R:3
C 0.633 0.203 2.754 0.0 0.0 -0.2
C 0.660 -0.679 1.536 -0.8 -0.6 -0.4
O -0.349 -1.245 1.163 0.6 0.0 0.4
O 1.825 -0.875 0.904 -0.7 0.3 -0.3
C 2.563 0.340 0.622 1.7 0.2 0.1
C 3.087 0.339 -0.803 -1.4 0.3 -0.5
In 1.698 1.373 -2.255 0.1 -0.1 -0.2
C 2.250 3.536 -2.431 0.2 0.0 0.6
C 3.458 3.951 -1.547 -0.2 -0.1 -0.7
C 3.142 5.036 -0.526 0.0 -0.3 0.3
C 2.740 4.501 0.821 0.3 -0.1 0.2
O 3.154 3.476 1.298 -0.3 -0.1 0.0
O 1.910 5.322 1.514 -0.3 0.0 -0.7
C -0.335 1.193 -1.285 0.8 -0.1 -0.6
O -1.459 1.512 -2.188 -1.0 0.0 0.6
C -2.685 1.549 -1.665 0.3 0.1 -0.2
F -3.565 0.799 -2.394 0.4 0.4 0.3
F -2.801 1.140 -0.381 0.1 0.2 -0.6
F -3.197 2.838 -1.701 0.2 -0.7 0.1
H 0.222 -0.392 3.557 0.0 -0.2 0.3
H 1.598 0.602 3.029 0.2 0.1 0.0
H -0.082 0.993 2.568 -0.1 0.3 0.0
H 1.996 1.232 0.862 -0.5 0.0 0.0
H 3.419 0.349 1.292 0.0 0.0 0.4
H 4.058 0.813 -0.842 0.3 0.0 0.1
H 3.148 -0.687 -1.147 0.3 -0.2 0.0
H 1.803 0.526 -3.817 -0.1 0.1 0.1
H 1.420 4.187 -2.162 -0.4 0.0 0.0
H 2.472 3.766 -3.468 0.0 0.0 -0.3
H 3.871 3.078 -1.058 0.2 0.0 0.4
H 4.247 4.338 -2.184 0.2 0.1 -0.2
H 4.025 5.640 -0.334 0.2 0.3 0.0
H 2.353 5.679 -0.892 -0.1 0.3 -0.1
H 1.363 4.776 2.092 0.1 0.1 0.6
H -0.336 1.865 -0.435 -0.3 0.1 0.3
H -0.446 0.166 -0.969 -0.2 -0.2 0.3
N -0.777 -3.554 -2.534 -0.3 -0.1 0.0
C -1.706 -4.065 -3.341 0.1 0.0 0.0
C -3.022 -4.280 -2.963 0.0 0.0 0.0
C -3.396 -3.948 -1.670 0.0 0.0 0.0
C -2.443 -3.420 -0.816 -0.1 0.0 0.0
C -1.154 -3.239 -1.295 0.3 0.2 0.0
H -1.373 -4.312 -4.344 -0.1 0.0 0.0
H -3.734 -4.694 -3.666 0.0 0.0 0.0
H -4.415 -4.099 -1.335 0.0 0.0 0.0
H -2.689 -3.146 0.200 0.1 0.1 0.0
H -0.385 -2.818 -0.657 -0.1 0.0 0.1
N 3.909 -0.755 3.696 0.0 -0.1 0.1
C 4.611 -0.385 4.764 0.0 0.1 0.0
C 4.985 -1.254 5.778 0.0 0.0 0.0
C 4.605 -2.582 5.677 0.0 0.0 0.0
C 3.873 -2.984 4.572 0.0 0.0 0.0
C 3.552 -2.035 3.611 -0.1 0.0 -0.1
H 4.885 0.664 4.802 0.0 0.0 0.0
H 5.558 -0.896 6.623 0.0 0.0 0.0
H 4.875 -3.293 6.448 0.0 0.0 0.0
H 3.556 -4.010 4.453 0.0 0.0 0.0
H 2.984 -2.305 2.727 0.0 0.0 0.0
N -0.288 -6.697 1.297 -0.1 -0.1 0.0
C -1.153 -6.557 0.294 0.1 0.0 0.0
C -2.214 -7.423 0.070 0.0 0.0 0.0
C -2.385 -8.494 0.930 0.0 0.0 0.0
C -1.492 -8.654 1.978 0.0 0.0 0.0
C -0.468 -7.730 2.115 0.1 0.0 0.0
H -0.984 -5.710 -0.358 0.0 0.0 0.0
H -2.886 -7.257 -0.761 0.0 0.0 0.0
H -3.200 -9.192 0.788 0.0 0.0 0.0
H -1.587 -9.477 2.674 0.0 0.0 0.0
H 0.251 -7.818 2.924 0.0 0.0 0.0
N 4.116 -4.129 -3.958 0.0 -0.1 0.0
C 2.813 -3.952 -3.738 0.1 0.1 0.0
C 1.870 -4.962 -3.875 0.0 -0.1 -0.1
C 2.304 -6.218 -4.265 0.0 0.0 0.0
C 3.656 -6.417 -4.499 0.0 0.0 0.0
C 4.514 -5.343 -4.330 0.1 0.1 0.0
H 2.514 -2.954 -3.437 -0.1 0.0 0.0
H 0.827 -4.763 -3.678 0.1 0.1 0.1
H 1.599 -7.032 -4.384 0.0 0.0 0.0
H 4.038 -7.383 -4.805 0.0 0.0 0.0
H 5.580 -5.454 -4.500 0.0 0.0 0.0
N -4.297 6.962 -1.062 -0.3 0.1 -0.1
C -4.223 5.693 -1.455 0.3 0.0 0.1
C -5.310 4.957 -1.895 -0.2 0.0 -0.2
C -6.545 5.580 -1.957 0.0 0.1 0.1
C -6.645 6.901 -1.542 0.0 0.0 0.0
C -5.497 7.541 -1.099 0.0 0.0 -0.1
H -3.238 5.245 -1.412 0.0 -0.1 0.0
H -5.180 3.933 -2.207 0.0 -0.1 0.0
H -7.417 5.043 -2.308 0.0 0.0 0.0
H -7.591 7.424 -1.560 0.0 0.0 0.0
H -5.531 8.574 -0.768 -0.1 0.0 0.0
N -0.796 5.789 2.942 -0.1 -0.1 0.0
C -1.317 6.331 1.842 0.1 0.0 0.0
C -2.675 6.531 1.646 0.1 0.1 0.0
C -3.544 6.148 2.653 0.0 0.0 0.0
C -3.021 5.587 3.808 0.0 0.0 0.0
C -1.647 5.429 3.901 0.0 0.0 0.0
H -0.602 6.609 1.076 0.0 0.0 0.0
H -3.032 6.966 0.722 0.0 0.0 0.1
H -4.613 6.281 2.537 0.0 0.0 0.0
H -3.664 5.271 4.619 0.0 0.0 0.0
H -1.198 4.991 4.786 0.0 0.0 0.0
```
Positions in Å, forces in eV/Å.

## Properties
Highest occupied orbital energy, eV: -4.6
Strongest force on any atom, Eh/bohr: 0.0339
Lowest unoccupied orbital energy, eV: 2.27
Total charge: -1

These are the Mulliken partial charges, in e, on atoms 1 to 2:
1. C -1.307
2. C 0.968

3.
The following is a DFT calculation (the ωB97M-V functional and the def2-TZVPD basis) of a molecular structure, C5H14CsO2 in a non-equilibrium geometry.

```
22
Properties=species:S:1:pos:R:3:forces:R:3
Cs 0.631 2.308 1.437 -0.1 0.0 0.2
C -1.799 2.732 -2.205 -0.8 0.9 0.5
C -1.123 1.424 -1.864 -0.4 1.0 -0.4
O 0.009 1.267 -2.664 0.7 -0.9 -0.6
H -1.989 2.834 -3.273 0.2 -0.2 0.0
H -1.286 3.638 -1.882 0.6 -0.1 -0.1
H -2.765 2.856 -1.716 -0.2 -0.4 0.1
H -1.858 0.649 -2.084 0.5 -0.4 0.1
H -0.793 1.354 -0.828 -0.5 -0.1 0.4
H 0.701 1.868 -2.378 0.0 0.1 -0.2
C 0.470 -2.796 2.098 1.4 -1.1 -0.6
C 1.023 -1.390 1.821 -0.6 -1.3 -0.1
C 1.528 -1.096 0.456 0.9 -0.8 -1.7
O -0.084 -0.521 2.030 -0.1 1.1 0.7
H 1.243 -3.559 2.010 0.5 0.2 0.1
H -0.206 -3.176 1.331 -0.5 0.6 -0.1
H 0.074 -2.986 3.096 -0.2 0.6 0.0
H 1.912 -1.196 2.422 -0.6 0.3 1.0
H 0.802 -1.094 -0.357 -0.4 0.2 0.2
H 2.252 -1.838 0.121 0.2 -0.1 0.2
H 2.094 -0.165 0.447 -0.1 0.2 -0.1
H -0.836 -1.115 1.982 -0.4 0.3 0.1
```
Positions in Å, forces in eV/Å.

## Properties
Energy above the lowest of the compared OMol25 structures with the same formula, charge and spin, kcal/mol: 23.4
Highest occupied orbital energy, eV: -13.6
Strongest force on any atom, Eh/bohr: 0.0400
Lowest unoccupied orbital energy, eV: -3.55
Total charge: +1

These are the Mulliken partial charges, in e, on atoms 1 to 2:
1. Cs 1.038
2. C -1.107

4.
The following is a DFT calculation (the ωB97M-V functional and the def2-TZVPD basis) of 2 unconnected molecules or ions with the total composition CH9N2O in a non-equilibrium geometry.

```
13
Properties=species:S:1:pos:R:3:forces:R:3
N 1.629 -0.118 1.446 0.4 -1.7 1.1
H 1.360 0.055 2.421 0.6 0.8 -0.2
H 2.594 0.148 1.257 -0.2 1.0 0.4
H 0.221 0.624 0.697 -0.3 -1.0 -1.6
H 1.835 -1.122 1.579 -0.7 0.0 -0.7
N -0.258 0.721 -0.293 0.3 1.1 2.4
C -1.086 -0.423 -0.723 -2.0 -0.1 -0.2
O -1.290 -0.247 -2.066 2.2 0.6 -1.2
H -0.852 1.543 -0.173 0.1 0.2 -0.8
H 0.560 0.913 -0.869 -0.3 0.0 -0.6
H -2.069 -0.298 -0.243 0.5 -0.4 0.6
H -0.586 -1.349 -0.441 0.0 0.0 -0.1
H -2.058 -0.446 -2.592 -0.8 -0.5 0.8
```
Positions in Å, forces in eV/Å.

## Properties
Energy above the lowest of the compared OMol25 structures with the same formula, charge and spin, kcal/mol: 20.9
Highest occupied orbital energy, eV: -15.6
Strongest force on any atom, Eh/bohr: 0.0519
Lowest unoccupied orbital energy, eV: -3.28
Total charge: +1

These are the Mulliken partial charges, in e, on atoms 1 to 2:
1. N -0.901
2. H 0.295

5.
The following is a DFT calculation (the ωB97M-V functional and the def2-TZVPD basis) of 3 unconnected molecules or ions with the total composition C2H9NO2 in a non-equilibrium geometry.

```
14
Properties=species:S:1:pos:R:3:forces:R:3
C 0.399 0.486 2.063 3.3 0.2 -2.9
N 0.023 0.510 0.821 0.7 -0.1 3.1
C 1.096 0.494 -0.150 0.5 -0.3 1.8
H -0.067 0.285 2.959 -2.8 -0.1 1.2
H 1.496 0.552 2.421 -0.9 0.1 -1.4
H 1.107 -0.462 -0.569 0.1 -1.6 -0.3
H 2.075 0.695 0.240 0.6 0.2 0.6
H 0.975 1.078 -0.983 -0.9 2.0 -1.8
O -0.041 -1.701 -1.704 0.8 -2.1 2.3
H -0.111 -1.215 -2.476 -0.7 1.5 -2.3
H -0.905 -1.854 -1.325 -0.3 0.2 -0.3
O -2.345 0.298 -0.712 0.0 1.8 -0.4
H -1.856 -0.271 -0.149 0.6 -1.3 0.9
H -1.846 1.104 -0.435 -0.8 -0.5 -0.6
```
Positions in Å, forces in eV/Å.

## Properties
Structure (SMILES): C=NC.O.O
Energy above the lowest of the compared OMol25 structures with the same formula, charge and spin, kcal/mol: 34.7
Highest occupied orbital energy, eV: -10.2
Strongest force on any atom, Eh/bohr: 0.0845
Lowest unoccupied orbital energy, eV: 0.92
Total charge: 0

These are the Mulliken partial charges, in e, on atoms 1 to 2:
1. C -0.311
2. N -0.239

6.
The following is a DFT calculation (the ωB97M-V functional and the def2-TZVPD basis) of a single C2H2N4 molecule in a non-equilibrium geometry.

```
8
Properties=species:S:1:pos:R:3:forces:R:3
C -0.463 -0.233 1.147 -2.2 -2.7 1.6
N -1.049 -0.766 -0.054 -0.5 -1.2 5.2
N -0.342 -0.665 -1.059 -3.2 -3.6 -2.9
C 0.596 0.159 -1.115 3.0 6.1 0.9
N 0.669 1.092 -0.146 2.4 0.8 0.1
N 0.309 0.807 1.163 0.0 -0.8 -3.3
H -0.731 -0.814 2.178 0.3 1.8 -2.8
H 1.011 0.421 -2.114 0.2 -0.5 1.1
```
Positions in Å, forces in eV/Å.

## Properties
Structure (SMILES): c1nncnn1
Energy above the lowest of the compared OMol25 structures with the same formula, charge and spin, kcal/mol: 84.2
Highest occupied orbital energy, eV: -9.6
Strongest force on any atom, Eh/bohr: 0.1335
Lowest unoccupied orbital energy, eV: -1.05
Total charge: 0

These are the Mulliken partial charges, in e, on atoms 1 to 2:
1. C 0.128
2. N -0.286

> highest occupied orbital energy of number 6 (C2H2N4)?

-9.6 eV